2 unconnected molecules or ions with the total composition C4H7NO2 in a non-equilibrium geometry. Source: the Open Molecules 2025 dataset; level of theory: ωB97M-V with the def2-TZVPD basis set.

```
14
C4H7NO2 ωB97M-V with the def2-TZVPD basis set
C -1.887 -0.627 -0.221
C -0.392 -0.336 -0.264
C 0.070 1.095 -0.081
N 1.210 1.300 0.436
C 2.649 -0.420 -0.454
O 3.289 -0.705 0.443
O 0.282 -1.240 0.582
H -2.288 -0.500 0.790
H -2.021 -1.679 -0.496
H -2.461 -0.013 -0.922
H -0.031 -0.553 -1.285
H 0.484 -0.794 1.417
H -0.539 1.884 -0.539
H 1.569 2.246 0.317
```

Calculated values
Calculated total energy: -361.80622 a.u.
Gap between HOMO and LUMO: 10.89 eV
Net charge: 0
Highest occupied orbital energy: -10.0 eV
LUMO: 0.87 eV
Spin multiplicity: 1

=====

A molecular structure, C29H28N12RuS in a non-equilibrium geometry. Source: the Open Molecules 2025 dataset; level of theory: ωB97M-V with the def2-TZVPD basis set.

```
71
C29H28N12RuS ωB97M-V with the def2-TZVPD basis set
Ru -0.415 0.589 0.546
C 2.739 1.335 1.611
N 1.950 0.124 1.396
C 1.917 -0.820 2.517
C 0.550 -0.862 3.132
N -0.567 -0.611 2.461
C -1.608 -0.863 3.327
C -2.988 -0.827 3.135
C -3.791 -1.157 4.210
C -3.248 -1.510 5.448
C -1.879 -1.561 5.653
C -1.069 -1.253 4.571
N 0.298 -1.243 4.397
C 2.115 2.483 0.892
N 0.821 2.536 0.610
C 0.594 3.795 0.100
C -0.585 4.425 -0.289
C -0.498 5.741 -0.697
C 0.722 6.422 -0.739
C 1.907 5.812 -0.358
C 1.817 4.499 0.074
N 2.753 3.619 0.571
H 3.786 1.205 1.304
H 2.731 1.582 2.680
H 2.262 -0.344 0.548
H 2.655 -0.562 3.285
H 2.158 -1.829 2.157
H -3.400 -0.574 2.167
H -4.863 -1.164 4.091
H -3.915 -1.761 6.259
H -1.463 -1.835 6.609
H 0.977 -1.480 5.104
H -1.533 3.912 -0.240
H -1.396 6.261 -0.990
H 0.739 7.451 -1.064
H 2.850 6.335 -0.371
H 3.735 3.816 0.691
N -4.515 2.165 -0.618
C -3.784 1.708 0.406
N -2.594 1.342 -0.042
C -2.654 1.607 -1.387
N -3.816 2.110 -1.739
C -1.543 1.409 -2.294
C -1.607 1.846 -3.628
N -0.603 1.638 -4.437
C 0.492 1.057 -3.992
C 0.585 0.653 -2.661
N -0.443 0.805 -1.836
H -5.458 2.533 -0.624
H -4.119 1.670 1.424
H -2.490 2.337 -4.010
H 1.291 0.886 -4.700
H 1.473 0.166 -2.278
N -1.671 -3.498 -0.487
C -0.444 -3.298 -0.972
S 0.393 -1.882 -0.552
N 0.074 -4.233 -1.779
C 1.296 -4.354 -2.448
C 2.407 -3.534 -2.227
C 3.566 -3.724 -2.953
C 3.643 -4.738 -3.904
C 2.552 -5.578 -4.109
C 1.392 -5.395 -3.387
H -2.060 -2.852 0.184
H -2.183 -4.352 -0.658
H -0.540 -5.021 -1.978
H 2.369 -2.764 -1.476
H 4.423 -3.091 -2.775
H 4.549 -4.879 -4.472
H 2.607 -6.375 -4.832
H 0.549 -6.049 -3.551
```

Calculated values
Calculated total energy: -2271.18701 a.u.
Gap between HOMO and LUMO (alpha / beta): 7.26 / 3.28 eV
Net charge: +3
Highest occupied orbital energy (alpha / beta): -15.3 / -15.3 eV
LUMO (alpha / beta): -8.07 / -12.04 eV
Spin multiplicity: 2

=====

2 unconnected molecules or ions with the total composition C5H13N2O in a non-equilibrium geometry. Source: the Open Molecules 2025 dataset; level of theory: ωB97M-V with the def2-TZVPD basis set.

```
21
C5H13N2O ωB97M-V with the def2-TZVPD basis set
C -1.553 0.922 -0.039
O -2.540 1.598 0.700
C -1.790 -0.528 0.227
C -0.833 -1.347 -0.538
C 0.586 -1.201 0.174
C 1.177 -0.010 -0.003
N 5.084 0.872 0.129
N -3.211 -1.001 -0.075
H -0.532 1.147 0.257
H -1.577 1.349 -1.248
H -2.269 2.392 1.236
H -1.652 -0.831 1.334
H -0.736 -0.965 -1.575
H -1.087 -2.324 -0.542
H 1.105 -2.090 0.420
H 2.336 0.235 0.129
H 4.116 0.491 0.007
H 5.476 1.345 -0.670
H 5.181 1.452 0.973
H -3.451 -1.239 -1.006
H -3.830 -0.268 0.111
```

Calculated values
Calculated total energy: -382.53647 a.u.
Gap between HOMO and LUMO: 4.47 eV
Net charge: +1
Highest occupied orbital energy: -13.1 eV
LUMO: -8.63 eV
Spin multiplicity: 1

=====

8 unconnected molecules or ions with the total composition C3H23NO8S2 in a non-equilibrium geometry. Source: the Open Molecules 2025 dataset; level of theory: ωB97M-V with the def2-TZVPD basis set.

```
37
C3H23NO8S2 ωB97M-V with the def2-TZVPD basis set
N 0.288 0.238 -0.184
C 0.991 -0.997 0.159
C 1.655 -0.880 1.475
O 2.186 0.487 1.711
C -0.014 -2.122 0.211
S -0.328 -2.793 -1.477
S -1.948 -1.956 -2.344
H 1.033 1.060 -0.336
H -0.399 0.473 0.563
H 1.639 -1.335 -0.709
H 0.968 -1.154 2.342
H 2.663 -1.462 1.666
H 2.188 1.065 0.915
H -1.038 -1.777 0.633
H 0.440 -3.070 0.713
H -3.101 -1.944 -1.706
O 0.363 2.592 2.642
H 0.371 3.342 3.250
H 1.042 1.884 2.676
O -1.193 -1.998 3.215
H -1.477 -1.281 2.780
H -1.937 -2.317 3.564
O 2.323 2.807 -1.525
H 1.745 3.276 -2.069
H 2.509 3.520 -0.903
O -2.193 1.759 -0.717
H -1.399 1.157 -0.836
H -2.815 1.520 -1.388
O 1.653 -0.076 -2.639
H 1.659 0.826 -2.397
H 0.750 -0.248 -2.804
O -2.243 0.878 1.877
H -1.763 1.449 2.326
H -2.492 1.300 1.115
O 1.188 4.068 0.497
H 0.995 3.500 1.268
H 0.341 4.386 0.213
```

Calculated values
Calculated total energy: -1581.06283 a.u.
SMILES string: N[C@@H](CO)CSS.O.O.O.O.O.O.O
Gap between HOMO and LUMO: 8.64 eV
Net charge: 0
Highest occupied orbital energy: -8.5 eV
LUMO: 0.15 eV
Spin multiplicity: 1